Record 1
DFT (ωB97M-V/def2-TZVPD) results for 4 unconnected molecules or ions with the total composition C19H26NO13PS3.

Element x y z (Å)
O 3.102 -0.653 1.945
C 2.658 0.207 1.105
C 1.220 0.063 0.317
P 0.545 1.841 0.003
C 0.023 3.695 -0.268
C 0.330 4.246 -1.689
C -0.041 5.779 -1.926
C -0.662 6.427 -0.623
C -0.932 5.689 0.718
N -0.577 4.309 0.874
C 3.524 1.526 0.694
C 3.449 2.875 1.536
C 4.217 4.185 1.171
C 5.126 4.198 -0.101
C 5.244 2.849 -0.932
C 4.466 1.544 -0.557
H 0.471 -0.604 0.877
H 1.479 -0.409 -0.712
H 1.459 1.977 -1.096
H -0.783 1.372 -0.292
H 0.823 2.161 1.381
H 0.827 3.622 -2.525
H 0.139 6.335 -2.906
H -0.980 7.538 -0.685
H -1.401 6.291 1.590
H 2.748 2.833 2.456
H 4.042 5.100 1.858
H 5.681 5.162 -0.405
H 5.924 2.879 -1.863
H 4.529 0.566 -1.175
O -2.818 -2.451 4.470
S -2.431 -2.895 3.162
O -3.331 -2.903 2.048
O -1.762 -4.371 3.307
C -0.430 -4.341 2.798
C 0.052 -2.912 3.003
O -1.084 -2.094 2.731
H -0.467 -4.596 1.734
H 0.195 -5.066 3.322
H 0.881 -2.647 2.346
H 0.345 -2.743 4.044
O 1.023 -3.799 -0.945
S 1.415 -2.980 -2.054
O 0.870 -1.676 -2.291
O 1.260 -3.858 -3.411
C 2.521 -3.935 -4.077
C 3.566 -3.823 -2.976
O 3.035 -2.868 -2.058
H 2.590 -3.095 -4.774
H 2.603 -4.872 -4.630
H 4.535 -3.497 -3.354
H 3.684 -4.773 -2.446
O -5.935 -3.841 1.002
S -5.800 -2.416 1.097
O -4.940 -1.778 2.045
O -7.290 -1.774 1.226
C -7.513 -0.863 0.151
C -6.652 -1.374 -0.996
O -5.451 -1.839 -0.382
H -7.189 0.131 0.474
H -8.572 -0.833 -0.110
H -6.433 -0.597 -1.730
H -7.126 -2.224 -1.497

Summary:
Kohn-Sham gap = 0.3145 Eh
Molecular weight = 603.586 g mol⁻¹
HOMO energy = -8.34 eV
Calculated total energy = -90011.0019 eV

---

Record 2
DFT (ωB97M-V/def2-TZVPD) results for C19H26O4S in the gas phase.

Element x y z (Å)
C 2.424 -4.570 3.418
C 1.937 -3.557 3.826
C 1.386 -2.279 4.246
O 1.559 -1.288 3.257
S 0.218 -0.944 2.341
O -0.918 -1.081 3.214
O 0.132 -2.345 1.463
C 1.217 -2.535 0.591
C 1.145 -3.936 -0.008
C 2.274 -4.145 -1.011
C 2.210 -3.093 -2.116
C 2.295 -1.691 -1.525
C 1.175 -1.468 -0.507
O 1.344 -0.193 0.106
C 0.385 0.762 -0.146
C -0.970 0.541 0.052
C -1.879 1.553 -0.212
C -1.474 2.802 -0.671
C -0.109 3.007 -0.844
C 0.812 2.010 -0.582
H 1.867 2.183 -0.719
H 0.256 3.954 -1.201
C -2.470 3.890 -1.046
C -1.957 5.275 -0.629
H -2.732 6.020 -0.797
H -1.699 5.277 0.427
H -1.085 5.573 -1.204
C -3.836 3.677 -0.387
H -3.732 3.587 0.692
H -4.482 4.527 -0.600
H -4.328 2.787 -0.770
C -2.639 3.848 -2.572
H -3.011 2.874 -2.882
H -1.689 4.028 -3.071
H -3.349 4.609 -2.894
H -2.922 1.342 -0.048
H -1.324 -0.419 0.404
H 0.198 -1.516 -1.008
H 3.250 -1.555 -1.014
H 2.220 -0.934 -2.306
H 3.029 -3.243 -2.821
H 1.271 -3.201 -2.664
H 3.233 -4.067 -0.495
H 2.200 -5.143 -1.444
H 0.177 -4.051 -0.501
H 1.201 -4.662 0.804
H 2.153 -2.410 1.154
H 0.309 -2.383 4.447
H 1.893 -1.938 5.157
H 2.835 -5.480 3.097

Summary:
Kohn-Sham gap = 0.3480 Eh
Relative energy (zero: lowest compared OMol25 entry of this formula, charge and spin) = 0.00 kcal/mol
Molecular weight = 350.480 g mol⁻¹
HOMO energy = -8.68 eV
Calculated total energy = -39147.7095 eV

---

Record 3
DFT (ωB97M-V/def2-TZVPD) results for C19H26O4S in the gas phase.

Element x y z (Å)
C -1.346 3.985 -0.044
C -1.951 3.063 0.421
C -2.624 1.908 0.989
O -1.727 0.850 1.218
S -1.756 -0.426 0.163
O -2.908 -0.214 -0.672
O -2.272 -1.620 1.188
C -1.294 -2.323 1.914
C -1.718 -3.790 2.011
C -0.647 -4.630 2.698
C 0.676 -4.524 1.946
C 1.132 -3.071 1.883
C 0.069 -2.192 1.220
O 0.423 -0.826 1.330
C 0.991 -0.130 0.298
C 1.252 1.209 0.569
C 1.744 2.046 -0.411
C 1.992 1.584 -1.700
C 1.752 0.238 -1.946
C 1.262 -0.616 -0.972
H 1.105 -1.652 -1.229
H 1.939 -0.175 -2.926
C 2.461 2.486 -2.829
C 3.736 1.913 -3.463
H 3.557 0.938 -3.906
H 4.096 2.578 -4.245
H 4.516 1.809 -2.711
C 2.766 3.909 -2.356
H 1.876 4.388 -1.958
H 3.542 3.909 -1.594
H 3.118 4.504 -3.197
C 1.343 2.552 -3.879
H 0.428 2.928 -3.427
H 1.137 1.569 -4.292
H 1.628 3.215 -4.694
H 1.922 3.075 -0.151
H 1.037 1.582 1.557
H -0.075 -2.487 0.173
H 1.306 -2.690 2.891
H 2.065 -2.981 1.323
H 1.439 -5.124 2.444
H 0.550 -4.912 0.933
H -0.513 -4.281 3.724
H -0.971 -5.671 2.736
H -1.894 -4.160 0.999
H -2.662 -3.843 2.553
H -1.210 -1.880 2.917
H -3.086 2.179 1.947
H -3.404 1.563 0.292
H -0.854 4.814 -0.458

Summary:
Kohn-Sham gap = 0.3360 Eh
Relative energy (zero: lowest compared OMol25 entry of this formula, charge and spin) = 5.96 kcal/mol
Molecular weight = 350.480 g mol⁻¹
HOMO energy = -8.41 eV
Calculated total energy = -39147.4511 eV

---

Record 4
DFT (ωB97M-V/def2-TZVPD) results for a molecular structure, C19H27AlBr5F2MgN4O5P.

Element x y z (Å)
C 3.846 4.724 0.882
C 2.319 4.890 1.001
O 1.838 5.069 2.087
N 1.389 4.893 -0.149
C 1.802 5.840 -1.224
C 1.196 3.603 -0.712
C 2.298 2.787 -1.151
C 2.030 1.545 -1.695
C 0.707 1.010 -1.809
N 0.581 -0.248 -2.336
C -0.673 -0.622 -2.349
C -1.816 0.169 -1.907
F -3.060 -0.351 -1.979
N -1.706 1.383 -1.440
C -0.364 1.830 -1.369
C -0.138 3.153 -0.832
P -1.428 4.336 -0.261
C -3.053 4.098 -1.120
C -1.588 4.400 1.594
H 4.319 5.611 1.360
H 4.215 4.687 -0.158
H 4.152 3.859 1.492
H 2.759 5.471 -1.643
H 1.006 5.812 -1.990
H 1.878 6.850 -0.804
H 3.344 3.097 -1.104
H 2.877 0.938 -2.053
H -0.880 -1.614 -2.749
H -3.520 3.126 -0.887
H -2.897 4.113 -2.215
H -3.766 4.910 -0.895
H -0.870 5.168 1.934
H -1.397 3.457 2.126
H -2.589 4.819 1.807
Al -0.998 1.199 0.682
Br -2.709 -2.653 -1.325
Br -2.385 -3.879 -3.553
C 0.571 -5.275 -0.244
Br -0.194 -4.224 -1.671
Br 2.398 -4.744 0.053
Br -0.482 -5.191 1.371
H 0.568 -6.307 -0.570
C -3.340 -6.773 3.379
O -2.651 -5.815 3.635
N -4.402 -6.759 2.516
C -5.192 -7.944 2.238
C -4.748 -5.511 1.847
H -3.160 -7.762 3.831
H -5.137 -8.167 1.170
H -6.242 -7.751 2.516
H -4.823 -8.801 2.804
H -3.896 -5.170 1.256
H -4.979 -4.751 2.596
H -5.608 -5.658 1.198
F 4.351 5.230 3.384
Mg -6.164 -7.120 4.319
C 5.359 -2.675 -0.766
C 6.051 -1.432 -1.306
O 7.272 -1.324 -1.088
O 5.321 -0.619 -1.926
H 6.057 -3.328 -0.238
H 4.569 -2.378 -0.072
H 4.914 -3.236 -1.590
O 3.736 7.633 -2.032
H 3.131 8.369 -1.865

Summary:
Kohn-Sham gap = 0.0318 Eh
Relative energy (zero: lowest compared OMol25 entry of this formula, charge and spin) = 28.43 kcal/mol
Molecular weight = 911.225 g mol⁻¹
HOMO energy = -6.92 eV
Calculated total energy = -413298.5785 eV

---

Record 5
DFT (ωB97M-V/def2-TZVPD) results for a molecular structure, C19H27AuNPS.

Element x y z (Å)
Au -0.469 -0.260 0.090
S 1.715 0.362 1.089
C 1.925 -1.343 1.388
C 3.153 -1.935 1.731
C 3.204 -3.287 1.983
C 2.045 -4.056 1.896
C 0.881 -3.411 1.538
N 0.820 -2.099 1.280
H 4.038 -1.317 1.793
H 4.145 -3.752 2.252
H 2.046 -5.117 2.103
H -0.052 -3.955 1.443
C -4.097 -0.255 -1.820
C -2.922 -0.982 -2.483
C -3.158 -1.137 -3.986
C -2.811 -2.382 -1.864
P -1.341 -0.113 -2.043
C -0.086 -0.975 -3.069
C 0.204 -0.639 -4.393
C 1.155 -1.343 -5.117
C 1.828 -2.408 -4.534
C 1.544 -2.762 -3.224
C 0.600 -2.048 -2.499
C -1.349 1.693 -2.537
C -2.074 2.049 -3.840
C 0.115 2.155 -2.609
C -2.023 2.472 -1.395
H -4.996 -0.871 -1.918
H -4.308 0.708 -2.284
H -3.917 -0.094 -0.754
H -4.025 -1.788 -4.134
H -2.308 -1.605 -4.484
H -3.373 -0.191 -4.482
H -3.774 -2.888 -1.972
H -2.563 -2.337 -0.802
H -2.055 -2.987 -2.369
H -0.313 0.175 -4.878
H 1.370 -1.057 -6.139
H 2.575 -2.954 -5.096
H 2.065 -3.585 -2.753
H 0.411 -2.319 -1.466
H -1.693 1.524 -4.712
H -1.938 3.120 -4.021
H -3.148 1.869 -3.779
H 0.619 1.804 -3.509
H 0.694 1.818 -1.746
H 0.127 3.248 -2.620
H -3.074 2.214 -1.273
H -1.964 3.540 -1.624
H -1.516 2.298 -0.445

Summary:
Kohn-Sham gap = 0.2861 Eh
Relative energy (zero: lowest compared OMol25 entry of this formula, charge and spin) = 9.04 kcal/mol
Molecular weight = 529.440 g mol⁻¹
HOMO energy = -7.21 eV
Calculated total energy = -45448.9253 eV

---

Record 6
DFT (ωB97M-V/def2-TZVPD) results for a molecular structure, C19H27CaCl2N6O9.

Element x y z (Å)
Ca 0.568 0.090 0.305
C 0.431 -2.655 -2.410
C 1.254 -1.412 -2.773
N 0.736 -0.176 -2.169
C -0.401 0.421 -2.890
C -1.203 1.355 -1.982
N -1.448 0.658 -0.714
C -2.552 1.206 0.104
C -3.906 0.610 -0.278
C -3.969 -0.905 -0.028
N -3.143 -1.659 -0.992
C -2.659 -2.971 -0.562
C -1.539 -2.907 0.459
N -0.301 -2.271 -0.018
C 0.520 -3.086 -0.939
H 0.801 -3.480 -3.028
H -0.622 -2.507 -2.680
H 1.306 -1.321 -3.866
H 2.274 -1.530 -2.409
H 1.516 0.489 -2.135
H -1.063 -0.391 -3.207
H -0.084 0.947 -3.794
H -2.131 1.631 -2.494
H -0.645 2.275 -1.784
H -1.734 -0.295 -0.945
H -2.543 2.294 0.041
H -2.370 0.944 1.151
H -4.140 0.818 -1.330
H -4.682 1.091 0.324
H -5.008 -1.247 -0.053
H -3.593 -1.101 0.980
H -3.633 -1.742 -1.869
H -2.317 -3.497 -1.456
H -3.453 -3.586 -0.117
H -1.351 -3.932 0.803
H -1.872 -2.334 1.324
H 0.244 -2.075 0.820
H 0.231 -4.138 -0.848
H 1.562 -3.005 -0.625
O 3.617 0.653 -1.404
C 3.221 0.504 -0.243
O 2.569 -0.512 0.214
C 3.397 1.651 0.748
C 4.595 1.958 1.313
C 4.672 3.013 2.231
C 3.570 3.747 2.567
C 2.346 3.446 1.997
C 2.194 2.395 1.056
O 1.100 2.101 0.447
N 1.208 4.282 2.428
O 1.465 5.350 2.970
O 0.092 3.955 2.091
N 5.950 3.342 2.869
O 5.974 4.250 3.683
O 6.911 2.634 2.622
H 5.491 1.405 1.061
H 3.644 4.553 3.274
Cl 0.020 1.141 5.203
C -0.053 -0.557 4.647
Cl -1.042 -1.548 5.750
C -0.557 -0.573 3.193
O -1.750 -0.754 2.964
O 0.388 -0.372 2.351
H 0.954 -0.936 4.682

Summary:
Kohn-Sham gap = 0.2854 Eh
Relative energy (zero: lowest compared OMol25 entry of this formula, charge and spin) = 31.40 kcal/mol
Molecular weight = 594.442 g mol⁻¹
HOMO energy = -5.52 eV
Calculated total energy = -90995.1539 eV
Total charge = -1

---

Record 7
DFT (ωB97M-V/def2-TZVPD) results for 5 unconnected molecules or ions with the total composition C19H27Cl16N2O4P.

Element x y z (Å)
C 3.294 -3.526 2.092
C 2.201 -4.325 1.429
C 0.629 -4.125 1.962
O 0.292 -4.837 3.040
O -0.212 -3.159 1.241
C -1.575 -3.658 1.008
C -2.575 -2.329 1.187
C -3.029 -1.658 -0.236
C -1.831 -1.468 -1.337
C -1.680 0.137 -1.640
C -0.137 0.694 -1.637
C 0.699 0.399 -0.253
P 2.111 -0.856 -0.754
N 2.882 -0.368 -2.125
C 1.635 1.645 0.355
C 1.661 1.408 2.008
C 1.165 2.693 2.910
C 0.290 2.296 4.240
O -0.427 3.536 4.660
C 0.839 -0.019 2.162
O 0.985 -1.017 3.037
N -0.123 0.065 0.993
H 4.364 -3.984 2.342
H 3.136 -2.392 2.425
H 2.511 -5.041 0.556
H -1.779 -4.051 -0.077
H -1.959 -4.448 1.781
H -2.028 -1.552 1.910
H -3.519 -2.701 1.804
H -3.617 -0.649 0.011
H -3.847 -2.388 -0.707
H -2.195 -1.995 -2.337
H -0.802 -1.942 -1.048
H -2.321 0.830 -0.946
H -2.093 0.305 -2.745
H -0.195 1.872 -1.751
H 0.378 0.285 -2.614
H 1.594 -2.190 -0.983
H 3.144 -0.876 0.279
H 2.779 -1.125 -2.848
H 1.087 2.666 0.080
H 2.750 1.508 -0.042
H 2.774 1.045 2.239
H 0.562 3.413 2.187
H 2.150 3.239 3.303
H 0.943 1.981 5.175
H -0.543 1.491 4.060
H -1.369 3.245 4.883
H -0.819 0.870 1.018
Cl -4.096 0.199 -4.583
C -3.147 1.153 -5.750
Cl -2.756 0.141 -7.164
Cl -4.096 2.566 -6.275
Cl -1.638 1.704 -4.979
Cl 0.383 5.788 1.082
C 0.804 6.175 -0.606
Cl 0.339 4.817 -1.661
Cl -0.067 7.645 -1.112
Cl 2.559 6.451 -0.732
Cl 2.825 -5.568 -3.029
C 3.804 -4.142 -3.458
Cl 4.361 -3.334 -1.971
Cl 5.213 -4.656 -4.419
Cl 2.815 -3.009 -4.414
Cl -3.233 4.794 1.523
C -3.096 3.025 1.356
Cl -4.233 2.457 0.107
Cl -1.432 2.600 0.882
Cl -3.488 2.250 2.912

Summary:
Kohn-Sham gap = 0.2852 Eh
Molecular weight = 945.657 g mol⁻¹
HOMO energy = -8.19 eV
Calculated total energy = -240944.7783 eV

---

Record 8
DFT (ωB97M-V/def2-TZVPD) results for 11 unconnected molecules or ions with the total composition C19H27Cl30NO4.

Element x y z (Å)
C 2.653 -1.001 3.111
C 2.936 -1.881 1.909
O 2.634 -3.254 2.118
C 1.383 -3.637 1.684
O 1.419 -5.070 1.582
C 0.097 -5.452 1.724
O -0.506 -6.159 0.939
C -0.349 -4.724 2.961
C 0.217 -3.314 2.678
C -0.710 -2.327 1.992
C -1.873 -1.831 2.867
O -1.944 -0.406 2.842
C -3.211 -2.454 2.498
N -3.667 -2.216 1.138
H 2.944 0.020 2.878
H 1.602 -0.985 3.378
H 3.247 -1.344 3.951
H 2.455 -1.495 1.011
H 4.007 -1.843 1.730
H 1.140 -3.315 0.669
H -1.392 -4.783 3.240
H 0.244 -5.114 3.780
H 0.623 -2.968 3.620
H -0.100 -1.472 1.719
H -1.069 -2.737 1.049
H -1.619 -2.071 3.897
H -2.437 -0.151 2.061
H -3.959 -2.093 3.195
H -3.145 -3.530 2.640
H -3.109 -2.691 0.446
H -3.781 -1.241 0.909
Cl 1.371 -1.198 -1.855
C 0.392 0.245 -1.570
Cl -0.987 -0.139 -0.526
Cl 1.377 1.529 -0.885
H 0.005 0.577 -2.525
Cl -2.268 5.197 0.780
C -1.951 4.592 -0.842
Cl -0.445 5.241 -1.486
Cl -1.922 2.826 -0.845
H -2.760 4.914 -1.483
Cl -7.742 -1.272 0.205
C -6.876 -2.656 -0.463
Cl -7.939 -4.058 -0.597
Cl -6.164 -2.252 -2.028
H -6.069 -2.897 0.219
Cl -6.966 -2.835 5.282
C -6.011 -1.418 5.717
Cl -4.305 -1.837 5.891
Cl -6.214 -0.135 4.523
H -6.368 -1.051 6.669
Cl -6.527 3.393 1.156
C -6.548 5.148 0.975
Cl -6.037 5.940 2.465
Cl -5.531 5.647 -0.378
H -7.563 5.453 0.761
Cl 0.163 5.705 -4.853
C -1.485 6.007 -5.401
Cl -2.644 5.869 -4.072
Cl -1.611 7.590 -6.165
H -1.737 5.257 -6.137
Cl 4.511 4.098 -1.044
C 5.436 2.910 -1.974
Cl 4.441 1.464 -2.219
Cl 5.983 3.631 -3.482
H 6.303 2.628 -1.393
Cl 6.404 6.694 2.181
C 4.739 7.003 1.689
Cl 3.628 6.741 3.034
Cl 4.568 8.634 1.041
H 4.484 6.304 0.906
Cl 6.131 0.282 -4.641
C 6.628 -0.339 -6.217
Cl 5.426 -1.456 -6.855
Cl 6.920 0.988 -7.345
H 7.555 -0.882 -6.091
Cl 7.185 -6.908 -6.510
C 6.691 -5.309 -5.955
Cl 7.855 -4.085 -6.478
Cl 5.066 -4.925 -6.522
H 6.677 -5.318 -4.874

Summary:
Kohn-Sham gap = 0.3628 Eh
Molecular weight = 1397.018 g mol⁻¹
HOMO energy = -9.74 eV
Calculated total energy = -405492.3759 eV